C30H30N5PtS as an isolated structure in a non-equilibrium geometry. Source: OMol25; level of theory: the ωB97M-V functional and the def2-TZVPD basis.

Each line ends with the Mulliken charge.
Cartesian coordinates (Å):
Pt 0.27752 0.46900 -0.27459  0.690
C 2.71382 -0.18880 -1.79359  -1.076
N 2.69132 0.41450 -0.45419  1.284
C 3.47692 -0.32820 0.51911  -1.189
C 3.07032 1.79320 -0.58799  0.229
C 4.36432 2.19050 -0.86589  -0.357
C 4.63322 3.50530 -1.21739  -0.935
C 3.58642 4.40960 -1.33989  -0.760
C 2.30682 4.04620 -0.98169  -0.325
C 2.03402 2.75040 -0.50519  -0.115
N 0.84142 2.35600 0.04281  -0.626
C -0.00518 3.29130 0.58511  0.274
C 0.46742 4.48370 1.16531  -0.319
C -0.39698 5.47690 1.56791  -0.709
C -1.76608 5.30600 1.41901  -1.025
C -2.25108 4.09440 0.95551  -0.311
C -1.39828 3.07090 0.57951  -0.075
N -1.89848 1.77740 0.17631  0.976
C -2.74918 1.86590 -1.00609  -1.114
C -2.61528 1.13300 1.27431  -1.078
H 3.74092 -0.36300 -2.13259  0.402
H 2.23242 0.48330 -2.50979  0.324
H 2.17012 -1.13080 -1.78529  0.195
H 4.51272 -0.47600 0.19931  0.357
H 3.02442 -1.30350 0.67051  0.179
H 3.46862 0.20630 1.46761  0.348
H 5.16422 1.46640 -0.85259  0.389
H 5.64262 3.81110 -1.43959  0.401
H 3.76562 5.40290 -1.72319  0.425
H 1.49692 4.75320 -1.07979  0.613
H 1.52892 4.60910 1.31871  0.602
H -0.00228 6.38390 2.00111  0.430
H -2.44778 6.09740 1.69131  0.399
H -3.31738 3.93760 0.90321  0.356
H -3.63978 2.47850 -0.82629  0.366
H -3.07898 0.86800 -1.29109  0.342
H -2.18448 2.29920 -1.82979  0.331
H -3.51248 1.68600 1.57461  0.402
H -1.96328 1.04620 2.14161  0.308
H -2.92488 0.13840 0.96021  0.258
N -0.88468 -0.95340 -1.02189  -0.472
C -1.84618 -1.57060 -0.81599  0.318
C -3.01598 -2.29640 -0.57099  0.468
C -3.84508 -2.67160 -1.63549  -0.419
C -5.02408 -3.34130 -1.37379  -0.651
C -5.38348 -3.63870 -0.06619  -0.363
C -4.55778 -3.27570 0.98961  -0.894
C -3.37668 -2.60460 0.74801  -0.039
H -3.55468 -2.42630 -2.64569  0.507
H -5.66978 -3.62730 -2.19159  0.417
H -6.31108 -4.15310 0.13431  0.417
H -4.83928 -3.50910 2.00501  0.429
H -2.73108 -2.31500 1.56431  0.477
S -0.10498 -3.57960 2.57371  -0.166
C 0.19362 -2.02950 1.85571  -0.621
N 0.89932 -2.00740 0.78251  0.374
C 1.31582 -3.27430 0.44081  -0.177
C 2.16392 -3.63820 -0.60579  -0.060
C 2.53722 -4.95530 -0.75549  -0.976
C 2.07332 -5.93970 0.11401  -0.514
C 1.21722 -5.61730 1.14631  -0.586
C 0.85472 -4.28810 1.30941  0.696
H -0.18838 -1.14050 2.32251  0.427
H 2.55752 -2.89450 -1.27519  0.280
H 3.20642 -5.23110 -1.55629  0.422
H 2.40782 -6.95740 -0.00399  0.400
H 0.84732 -6.37520 1.81561  0.440

Calculated values
Frontier orbital gap (alpha / beta)   5.452 / 5.500 eV
Energy above the lowest of the compared OMol25 structures with the same formula, charge and spin   326.7 kJ/mol
Spin multiplicity   1
E_HOMO (alpha / beta)   -9.3 / -9.3 eV
Largest force on an atom   4.5 eV/A
Calculated total energy   -1952.19540 Eh
Total charge   +1